1.
{
  "formula": "C90H190N10O10",
  "method": "ωB97M-V/def2-TZVPD",
  "species": ["C", "C", "C", "C", "C", "C", "N", "O", "C", "C", "C", "H", "H", "H", "H", "H", "H", "H", "H", "H", "H", "H", "H", "H", "H", "H", "H", "H", "H", "H", "C", "C", "C", "C", "C", "C", "N", "O", "C", "C", "C", "H", "H", "H", "H", "H", "H", "H", "H", "H", "H", "H", "H", "H", "H", "H", "H", "H", "H", "H", "C", "C", "C", "C", "C", "C", "N", "O", "C", "C", "C", "H", "H", "H", "H", "H", "H", "H", "H", "H", "H", "H", "H", "H", "H", "H", "H", "H", "H", "H", "C", "C", "C", "C", "C", "C", "N", "O", "C", "C", "C", "H", "H", "H", "H", "H", "H", "H", "H", "H", "H", "H", "H", "H", "H", "H", "H", "H", "H", "H", "C", "C", "C", "C", "C", "C", "N", "O", "C", "C", "C", "H", "H", "H", "H", "H", "H", "H", "H", "H", "H", "H", "H", "H", "H", "H", "H", "H", "H", "H", "C", "C", "C", "C", "C", "C", "N", "O", "C", "C", "C", "H", "H", "H", "H", "H", "H", "H", "H", "H", "H", "H", "H", "H", "H", "H", "H", "H", "H", "H", "C", "C", "C", "C", "C", "C", "N", "O", "C", "C", "C", "H", "H", "H", "H", "H", "H", "H", "H", "H", "H", "H", "H", "H", "H", "H", "H", "H", "H", "H", "C", "C", "C", "C", "C", "C", "N", "O", "C", "C", "C", "H", "H", "H", "H", "H", "H", "H", "H", "H", "H", "H", "H", "H", "H", "H", "H", "H", "H", "H", "C", "C", "C", "C", "C", "C", "N", "O", "C", "C", "C", "H", "H", "H", "H", "H", "H", "H", "H", "H", "H", "H", "H", "H", "H", "H", "H", "H", "H", "H", "C", "C", "C", "C", "C", "C", "N", "O", "C", "C", "C", "H", "H", "H", "H", "H", "H", "H", "H", "H", "H", "H", "H", "H", "H", "H", "H", "H", "H", "H"],
  "coordinates": [[-24.3371, -15.5298, 6.9866], [-25.5061, -15.3050, 7.9815], [-25.4612, -16.3907, 9.0253], [-24.2096, -16.3220, 9.8998], [-24.2879, -15.0102, 10.6196], [-24.3739, -13.7149, 9.6735], [-25.5338, -13.9875, 8.7313], [-25.7933, -12.8723, 7.8619], [-24.6466, -12.4450, 10.5147], [-22.9408, -13.6082, 8.9829], [-26.9319, -15.4949, 7.1532], [-24.3461, -14.6227, 6.3823], [-24.5982, -16.3322, 6.2966], [-23.3133, -15.7300, 7.3027], [-26.3385, -16.2054, 9.6450], [-25.6629, -17.3943, 8.6510], [-23.2726, -16.2690, 9.3455], [-24.0963, -17.2037, 10.5305], [-23.5317, -14.9961, 11.4045], [-25.2025, -15.2009, 11.1811], [-24.6318, -11.5766, 9.8561], [-25.7158, -12.5616, 10.6913], [-23.9942, -12.4157, 11.3875], [-22.2412, -14.4228, 9.1704], [-23.0414, -13.3517, 7.9284], [-22.4593, -12.6728, 9.2680], [-27.1977, -14.6982, 6.4584], [-27.8055, -15.5440, 7.8032], [-26.8900, -16.4088, 6.5607], [-26.6198, -12.6107, 8.2743], [-19.7441, -19.0671, 3.0039], [-20.6111, -19.1419, 4.2616], [-19.6515, -18.5965, 5.4274], [-20.3682, -18.3390, 6.6929], [-21.4395, -17.2540, 6.4416], [-22.4187, -17.5683, 5.2495], [-21.7014, -18.1978, 4.0939], [-22.4996, -18.4520, 2.9439], [-23.6766, -18.2905, 5.6568], [-23.0206, -16.0838, 4.9090], [-21.0073, -20.5779, 4.4658], [-19.3696, -18.0728, 2.7608], [-20.3353, -19.3382, 2.1292], [-19.0305, -19.8808, 3.1340], [-18.8295, -19.3109, 5.3815], [-19.2630, -17.6498, 5.0522], [-19.6221, -18.1506, 7.4648], [-20.8999, -19.2284, 7.0311], [-20.9120, -16.3030, 6.3682], [-22.0363, -17.1649, 7.3493], [-24.3514, -18.4719, 4.8203], [-23.5612, -19.1953, 6.2536], [-24.2702, -17.7063, 6.3599], [-23.4120, -16.2612, 3.9072], [-23.6973, -15.7350, 5.6890], [-22.2231, -15.4269, 4.5617], [-21.5468, -20.9407, 3.5910], [-21.6889, -20.6993, 5.3077], [-20.1782, -21.1824, 4.8337], [-23.2118, -19.0430, 3.1991], [-18.9652, -17.9976, 1.7940], [-18.5064, -17.9839, 0.3101], [-18.9516, -16.6055, -0.2688], [-18.0806, -16.0310, -1.4440], [-16.6328, -16.0665, -0.9619], [-16.1802, -17.4891, -0.5859], [-17.0145, -18.0135, 0.4544], [-16.6642, -19.2200, 0.9424], [-15.9944, -18.2625, -1.9213], [-14.7691, -17.1533, -0.0208], [-19.1895, -19.1926, -0.4643], [-18.7820, -18.9205, 2.3443], [-20.0321, -17.7777, 1.8302], [-18.3804, -17.4024, 2.4954], [-19.9415, -16.7976, -0.6828], [-19.0599, -15.8353, 0.4949], [-18.3742, -15.0547, -1.8296], [-18.4244, -16.6099, -2.3011], [-16.6125, -15.4324, -0.0756], [-15.9120, -15.6232, -1.6490], [-15.5289, -19.2319, -1.7435], [-16.9360, -18.4143, -2.4491], [-15.4266, -17.7468, -2.6957], [-14.8127, -16.6771, 0.9587], [-14.2941, -18.0586, 0.3574], [-14.0366, -16.7154, -0.6989], [-20.2412, -18.9522, -0.6200], [-18.9280, -20.2182, -0.2038], [-18.7409, -19.0093, -1.4407], [-16.7599, -19.8232, 0.2019], [-20.2101, -13.1709, 6.7160], [-21.3127, -13.5044, 5.5995], [-22.6441, -13.8433, 6.3626], [-23.3021, -12.5137, 6.7450], [-23.7006, -11.8244, 5.3501], [-22.4828, -11.3716, 4.5476], [-21.4694, -12.4497, 4.5574], [-20.3292, -12.2257, 3.7118], [-22.9219, -11.1410, 3.0314], [-21.9877, -10.0282, 5.1281], [-20.9451, -14.8408, 4.9332], [-19.2038, -13.4614, 6.4142], [-20.4882, -13.5632, 7.6942], [-20.2252, -12.1381, 7.0643], [-23.3842, -14.3728, 5.7626], [-22.3975, -14.3484, 7.2965], [-22.6938, -11.6918, 7.1226], [-24.1745, -12.6710, 7.3791], [-24.3124, -10.9379, 5.5174], [-24.3915, -12.4834, 4.8244], [-23.8942, -10.6496, 2.9990], [-22.1806, -10.5214, 2.5267], [-22.8923, -12.0517, 2.4332], [-21.3001, -9.3077, 4.6851], [-22.7487, -9.4854, 5.6889], [-21.3802, -10.2760, 5.9985], [-20.6959, -15.5549, 5.7181], [-20.0270, -14.8883, 4.3476], [-21.6482, -15.2096, 4.1865], [-20.3983, -12.9244, 3.0571], [-23.3514, -21.3801, 3.5115], [-24.4158, -22.1695, 4.3235], [-25.5551, -22.6244, 3.4747], [-25.4160, -23.7961, 2.5062], [-24.8269, -24.9745, 3.3019], [-23.6293, -24.7094, 4.3101], [-23.8913, -23.4194, 5.0246], [-23.2050, -23.1464, 6.0889], [-23.5924, -25.9258, 5.2588], [-22.1929, -24.5941, 3.5298], [-25.0018, -21.3956, 5.3611], [-22.5294, -21.1281, 4.1816], [-23.6660, -20.5455, 2.8850], [-22.9391, -22.0445, 2.7521], [-26.4549, -22.8015, 4.0639], [-25.7978, -21.8371, 2.7609], [-24.7387, -23.6070, 1.6734], [-26.4699, -23.9217, 2.2578], [-24.2797, -25.4184, 2.4703], [-25.5756, -25.7058, 3.6065], [-24.3577, -25.8889, 6.0340], [-23.6874, -26.8958, 4.7707], [-22.7176, -25.9735, 5.9073], [-21.4711, -24.1593, 4.2212], [-21.6928, -25.5448, 3.3452], [-22.3861, -23.9147, 2.6996], [-24.2927, -20.8327, 5.9681], [-25.6062, -21.9296, 6.0942], [-25.7276, -20.6786, 4.9774], [-23.5445, -23.6654, 6.8217], [-28.4117, -15.6971, 3.4114], [-27.1657, -15.4641, 2.5170], [-27.2733, -14.0262, 1.8982], [-26.9157, -12.9194, 2.9703], [-25.5796, -13.2274, 3.4651], [-25.3697, -14.6157, 4.0143], [-25.8837, -15.6182, 3.1790], [-25.5489, -16.8898, 3.5280], [-23.7717, -14.8073, 4.0720], [-26.0530, -14.5570, 5.4176], [-27.2867, -16.4626, 1.3208], [-28.5886, -16.7654, 3.5365], [-29.3239, -15.4062, 2.8904], [-28.4113, -15.1638, 4.3620], [-26.5121, -13.8278, 1.1437], [-28.3084, -13.8831, 1.5880], [-27.6155, -12.9668, 3.8047], [-26.8879, -11.8489, 2.7671], [-25.2872, -12.5440, 4.2623], [-24.9848, -12.9052, 2.6104], [-23.5802, -15.6135, 3.3639], [-23.1964, -13.9199, 3.8082], [-23.1741, -15.0151, 4.9595], [-25.3892, -14.0981, 6.1503], [-26.9095, -13.9133, 5.6181], [-26.0716, -15.5501, 5.8665], [-28.1701, -16.2009, 0.7384], [-27.3336, -17.4928, 1.6739], [-26.3688, -16.4968, 0.7341], [-24.8846, -17.1001, 2.8676], [-27.9086, -16.8742, 5.5784], [-27.1547, -18.2445, 5.5592], [-25.7779, -18.0625, 6.2345], [-25.0873, -19.3871, 6.6688], [-25.9905, -20.2505, 7.4588], [-27.3889, -20.4804, 6.7806], [-28.0425, -19.1797, 6.2785], [-29.2879, -19.3371, 5.8099], [-27.3937, -21.5829, 5.7102], [-28.2612, -20.8944, 7.9070], [-26.9650, -18.7424, 4.0585], [-27.7925, -16.3426, 6.5229], [-28.9841, -16.8793, 5.4018], [-27.4247, -16.1181, 4.9600], [-25.2108, -17.5656, 5.4474], [-25.7578, -17.5000, 7.1680], [-24.1076, -19.1979, 7.1076], [-24.8996, -20.0263, 5.8061], [-25.9931, -19.9453, 8.5052], [-25.5537, -21.2465, 7.5313], [-28.3091, -21.7609, 5.1458], [-26.5731, -21.4589, 5.0036], [-27.1965, -22.5470, 6.1788], [-27.6992, -21.6219, 8.4928], [-28.5591, -20.1616, 8.6569], [-29.1860, -21.4402, 7.7202], [-27.4849, -19.6541, 3.7642], [-25.9001, -18.7447, 3.8260], [-27.4900, -18.0575, 3.3926], [-29.7568, -18.8281, 6.4752], [-17.7923, -21.5040, -0.6141], [-18.9374, -22.4896, -0.1074], [-18.3011, -23.4013, 1.0033], [-19.2631, -24.3226, 1.8151], [-20.3388, -23.4431, 2.3390], [-20.9647, -22.2926, 1.4580], [-20.0460, -21.7547, 0.4432], [-20.5896, -20.8445, -0.4942], [-22.2527, -22.9492, 0.8990], [-21.3557, -21.1845, 2.4131], [-19.2587, -23.3770, -1.2535], [-17.0086, -22.1480, -1.0132], [-17.5188, -20.8810, 0.2375], [-17.9324, -20.7557, -1.3942], [-17.4427, -23.9655, 0.6388], [-17.8460, -22.7748, 1.7705], [-18.7578, -24.9104, 2.5815], [-19.6785, -25.1531, 1.2442], [-19.8282, -22.9582, 3.1710], [-21.0896, -24.0658, 2.8253], [-22.0512, -23.4188, -0.0638], [-22.7587, -23.7153, 1.4865], [-22.8908, -22.0987, 0.6589], [-21.6100, -21.5580, 3.4050], [-20.4752, -20.6643, 2.7903], [-22.0156, -20.3769, 2.0963], [-19.9064, -22.8056, -1.9184], [-20.0913, -24.0520, -1.0557], [-18.4340, -23.9289, -1.7045], [-20.6647, -20.0453, 0.0323], [-17.6576, -19.6905, 4.9346], [-16.2840, -19.7565, 4.4079], [-15.2840, -20.2408, 5.5394], [-15.3708, -21.7122, 5.8064], [-15.1806, -22.5647, 4.4160], [-16.2072, -22.2115, 3.3471], [-16.3160, -20.7280, 3.2367], [-17.2235, -20.3629, 2.1971], [-15.6802, -22.7877, 1.9864], [-17.6264, -22.8432, 3.7146], [-15.7789, -18.3914, 3.7829], [-18.4407, -19.4921, 4.2029], [-17.6237, -19.0632, 5.8253], [-17.9418, -20.5662, 5.5181], [-14.3851, -20.0153, 4.9658], [-15.1852, -19.6511, 6.4508], [-16.3045, -21.8940, 6.3388], [-14.6941, -21.9774, 6.6187], [-15.4405, -23.6187, 4.5144], [-14.2145, -22.3286, 3.9700], [-15.2131, -23.7621, 2.1292], [-16.4379, -22.9454, 1.2189], [-14.8432, -22.2254, 1.5724], [-18.3053, -22.4681, 2.9487], [-17.6574, -23.9111, 3.4984], [-17.9144, -22.5260, 4.7169], [-14.8265, -18.5107, 3.2664], [-15.5196, -17.5774, 4.4599], [-16.5543, -18.0269, 3.1091], [-16.6271, -19.8845, 1.6166], [-21.7398, -15.7172, 8.5398], [-20.2951, -16.1721, 8.7094], [-19.3236, -15.6784, 7.6413], [-17.8357, -15.8776, 7.8597], [-17.5324, -15.2231, 9.2415], [-18.3962, -15.7748, 10.3621], [-19.8412, -15.7264, 10.0452], [-20.5975, -16.0118, 11.2384], [-18.0091, -17.2349, 10.8621], [-18.0773, -14.7412, 11.4136], [-20.2604, -17.6946, 8.6304], [-21.6617, -14.6483, 8.7385], [-22.4696, -16.1859, 9.1999], [-22.2536, -15.7679, 7.5798], [-19.5813, -16.1699, 6.7031], [-19.4708, -14.5987, 7.6689], [-17.2440, -15.4182, 7.0679], [-17.6046, -16.9419, 7.9040], [-17.6950, -14.1484, 9.1600], [-16.4606, -15.2976, 9.4253], [-18.7364, -17.7550, 11.4855], [-17.9552, -17.8262, 9.9480], [-16.9889, -17.2160, 11.2455], [-18.5774, -14.8960, 12.3697], [-17.0123, -14.6927, 11.6406], [-18.4214, -13.7493, 11.1208], [-19.3411, -18.1273, 8.2358], [-21.0492, -18.1730, 8.0500], [-20.3282, -18.2738, 9.5513], [-20.4452, -16.9401, 11.4298]],
  "fmax_ev_per_a": 18.4,
  "e_above_lowest_kcal_mol": 2802.6,
  "gap_ev": 5.20,
  "multiplicity": 1
}

2.
{
  "formula": "C3H4O2S",
  "method": "ωB97M-V/def2-TZVPD",
  "species": ["O", "C", "O", "C", "C", "S", "H", "H", "H", "H"],
  "coordinates": [[1.4223, 0.8811, 1.3067], [0.7492, 0.2097, 0.5071], [0.9529, -1.1103, 0.1256], [-0.1998, -1.4251, -0.7464], [-1.3986, -0.5237, -0.6345], [-0.5945, 1.1070, -0.1745], [0.3578, -1.4244, -1.7116], [-0.6654, -2.4050, -0.2638], [-2.1598, -0.6314, -1.5651], [-1.9266, -0.9832, 0.1174]],
  "smiles": "O=C1OCCS1",
  "fmax_ev_per_a": 4.1,
  "e_above_lowest_kcal_mol": 32.8,
  "gap_ev": 10.30,
  "multiplicity": 1
}

3.
{
  "formula": "C31H22CuN6O2",
  "method": "ωB97M-V/def2-TZVPD",
  "species": ["Cu", "C", "C", "N", "C", "C", "C", "C", "C", "C", "C", "N", "C", "C", "C", "C", "C", "C", "C", "C", "N", "C", "H", "H", "H", "H", "H", "H", "H", "H", "H", "H", "H", "H", "O", "C", "C", "C", "C", "C", "C", "C", "O", "N", "N", "C", "C", "C", "C", "C", "C", "N", "H", "H", "H", "H", "H", "H", "H", "H", "H", "H"],
  "coordinates": [[0.0692, 0.1070, -0.0385], [0.0277, -1.9939, 4.0063], [-0.3933, -1.7266, 2.6930], [-0.2990, -0.5403, 2.1450], [0.1773, 0.4973, 2.8769], [0.5697, 0.3412, 4.2287], [0.5128, -0.9646, 4.7643], [0.9846, 1.4709, 4.9636], [0.9839, 2.6975, 4.3540], [0.6301, 2.8630, 3.0069], [0.2532, 1.7816, 2.2190], [-0.1213, 1.7721, 0.9117], [-0.8328, 2.7236, 0.2247], [-0.7254, 4.1018, 0.2792], [-1.5653, 4.9269, -0.4892], [-2.5218, 4.4153, -1.3212], [-2.6972, 3.0159, -1.3947], [-3.6750, 2.3874, -2.1970], [-3.8131, 1.0288, -2.1613], [-2.9590, 0.2824, -1.3321], [-2.0180, 0.8303, -0.6016], [-1.8662, 2.1789, -0.6173], [-0.0414, -2.9980, 4.4024], [-0.8169, -2.5128, 2.0758], [0.8630, -1.1345, 5.7758], [1.2814, 1.3580, 5.9989], [1.2736, 3.5735, 4.9214], [0.6847, 3.8526, 2.5854], [0.0371, 4.5726, 0.8781], [-1.4398, 6.0002, -0.4161], [-3.1468, 5.0644, -1.9220], [-4.3025, 2.9951, -2.8380], [-4.5499, 0.5231, -2.7705], [-3.0577, -0.7962, -1.2713], [-1.6055, -2.5420, -4.2667], [-1.5803, -1.2992, -4.7755], [-2.2236, -1.0777, -5.9941], [-2.2395, 0.1801, -6.5627], [-1.6040, 1.2483, -5.9319], [-0.9705, 1.0387, -4.7262], [-0.9529, -0.2232, -4.1266], [-0.3021, -0.3457, -2.8076], [0.1744, 0.6540, -2.2285], [-0.2560, -1.5994, -2.2795], [0.3574, -1.5542, -1.1010], [1.0625, -2.5053, -0.6164], [1.9712, -2.1492, 0.4664], [2.7908, -3.0712, 1.1095], [3.6927, -2.6203, 2.0572], [3.7600, -1.2639, 2.3366], [2.9060, -0.4096, 1.6534], [2.0394, -0.8359, 0.7464], [-1.0940, -2.5271, -3.4214], [-2.7075, -1.9155, -6.4799], [-2.7488, 0.3338, -7.5057], [-1.6068, 2.2316, -6.3841], [-0.4782, 1.8464, -4.2008], [1.1181, -3.4789, -1.0964], [2.7188, -4.1218, 0.8584], [4.3417, -3.3177, 2.5703], [4.4582, -0.8748, 3.0641], [2.9130, 0.6595, 1.8365]],
  "fmax_ev_per_a": 0.8,
  "gap_ev": [6.47, 6.42],
  "multiplicity": 2
}

Number 1: E_tot -131654.8893 eV. Number 2: E_tot -18104.6443 eV. Number 3: E_tot -90180.1504 eV.